Record 1
{
  "formula": "C25H46N4OPtSeSiTe4",
  "method": "wB97M-V/def2-TZVPD",
  "species": ["Pt", "Te", "Te", "Te", "Te", "C", "Si", "C", "C", "H", "H", "H", "H", "H", "H", "H", "H", "H", "C", "C", "C", "C", "N", "C", "Se", "N", "C", "C", "C", "C", "C", "C", "C", "C", "C", "C", "H", "H", "H", "H", "H", "H", "H", "H", "H", "H", "H", "H", "H", "H", "H", "H", "H", "H", "H", "H", "H", "H", "C", "N", "C", "C", "C", "N", "C", "C", "O", "H", "H", "H", "H", "H", "H", "H", "H", "H", "H", "H", "H", "C", "H", "H", "H"],
  "coordinates": [[-20.858, -11.119, 0.987], [-21.669, -13.554, 1.564], [-20.587, -11.915, 3.452], [-18.270, -9.287, 5.017], [-17.275, -7.057, 4.422], [-21.321, -12.441, -2.383], [-20.036, -11.891, -1.146], [-19.097, -13.565, -0.849], [-18.854, -10.556, -1.861], [-21.455, -13.482, -2.106], [-21.060, -12.528, -3.461], [-22.327, -12.014, -2.272], [-18.073, -13.485, -0.906], [-19.379, -14.289, -1.619], [-19.387, -13.955, 0.127], [-18.112, -10.415, -1.111], [-19.291, -9.541, -2.104], [-18.313, -10.896, -2.727], [-24.235, -5.727, -4.454], [-23.126, -6.344, -5.340], [-22.875, -7.800, -5.016], [-22.161, -7.931, -3.641], [-20.766, -7.463, -3.781], [-20.220, -6.436, -3.093], [-21.253, -5.334, -2.164], [-18.871, -6.553, -3.214], [-17.884, -5.645, -2.589], [-17.279, -4.685, -3.586], [-18.243, -3.660, -4.202], [-18.745, -4.260, -5.522], [-18.565, -7.654, -3.958], [-17.332, -8.220, -4.323], [-17.387, -9.448, -5.011], [-18.637, -10.118, -5.259], [-19.813, -9.557, -4.868], [-19.759, -8.308, -4.240], [-24.175, -4.640, -4.392], [-24.130, -6.018, -3.372], [-25.196, -6.077, -4.891], [-22.272, -5.775, -5.153], [-23.381, -6.141, -6.392], [-22.233, -8.246, -5.760], [-23.812, -8.392, -5.025], [-22.125, -9.008, -3.282], [-22.573, -7.378, -2.891], [-17.071, -6.284, -2.099], [-18.530, -5.134, -1.823], [-16.754, -5.187, -4.380], [-16.549, -4.144, -2.993], [-17.587, -2.740, -4.421], [-19.064, -3.370, -3.543], [-17.891, -4.750, -6.031], [-19.216, -3.664, -6.228], [-19.519, -5.015, -5.218], [-16.424, -7.700, -4.174], [-16.389, -9.886, -5.216], [-18.651, -11.098, -5.691], [-20.791, -10.030, -4.971], [-14.152, -3.311, -0.849], [-15.378, -2.875, -0.249], [-15.434, -1.512, 0.225], [-16.532, -1.429, 1.234], [-17.820, -1.958, 0.612], [-17.572, -3.410, 0.406], [-18.626, -4.399, 0.830], [-16.330, -3.839, 0.024], [-16.068, -5.015, -0.230], [-14.389, -4.277, -1.251], [-13.304, -3.276, -0.167], [-13.849, -2.635, -1.718], [-15.635, -0.829, -0.630], [-14.451, -1.207, 0.645], [-16.660, -0.399, 1.544], [-16.305, -2.025, 2.134], [-17.927, -1.446, -0.319], [-18.735, -1.798, 1.130], [-18.160, -5.379, 0.649], [-19.504, -4.334, 0.203], [-18.895, -4.196, 1.873], [-21.297, -9.418, -0.063], [-20.463, -8.924, -0.627], [-21.489, -8.753, 0.780], [-22.174, -9.486, -0.830]],
  "s_squared": 6.0408,
  "multiplicity": 5,
  "e_tot_ev": -140322.37020,
  "lumo_energy_ev": [-0.8, -2.3],
  "homo_ev": [-7.3, -7.3],
  "molar_mass_g_mol": 1231.194
}

---

Record 2
{
  "formula": "CH3N4OP",
  "method": "wB97M-V/def2-TZVPD",
  "species": ["C", "N", "N", "N", "N", "O", "P", "H", "H", "H"],
  "coordinates": [[-0.776, -1.528, -0.571], [1.468, -1.306, -0.166], [-0.608, 2.695, 0.998], [0.340, -1.798, -0.179], [-1.359, 2.054, 0.365], [0.645, 0.747, -0.793], [-0.820, 0.489, -0.786], [-1.511, -2.192, -0.601], [2.195, -1.747, 0.543], [0.425, 2.586, 1.189]],
  "multiplicity": 1,
  "e_tot_ev": -18375.84758,
  "lumo_energy_ev": [-1.4, -1.0],
  "homo_ev": [-7.2, -7.5],
  "molar_mass_g_mol": 118.036
}

---

Record 3
{
  "formula": "C3H9NO2",
  "method": "wB97M-V/def2-TZVPD",
  "species": ["C", "N", "C", "C", "O", "H", "H", "H", "H", "H", "H", "H", "H", "H", "O"],
  "coordinates": [[0.446, 0.225, 1.750], [0.061, 0.481, 0.458], [0.731, -0.218, -0.649], [0.777, -1.727, -0.473], [0.455, 1.065, 2.614], [0.678, -0.842, 1.902], [0.022, 1.488, 0.341], [1.733, 0.195, -0.797], [0.193, 0.005, -1.563], [1.057, -2.194, -1.417], [-0.198, -2.100, -0.140], [1.509, -2.062, 0.252], [-1.875, 1.753, -0.286], [-3.264, 1.913, -0.896], [-2.326, 2.017, -1.097]],
  "smiles": "CCNC=O.O",
  "multiplicity": 1,
  "e_tot_ev": -8842.02025,
  "lumo_energy_ev": 0.8,
  "homo_ev": -10.0,
  "molar_mass_g_mol": 91.110
}

---

Record 4
{
  "formula": "C9H10N2O",
  "method": "wB97M-V/def2-TZVPD",
  "species": ["C", "C", "C", "C", "C", "C", "C", "C", "C", "H", "H", "H", "H", "H", "H", "H", "H", "H", "H", "N", "N", "O"],
  "coordinates": [[1.613, 2.256, -2.311], [2.184, 0.889, -1.714], [0.367, -0.568, -0.714], [-0.257, -1.755, -0.662], [-1.259, -2.175, 0.382], [-1.410, -1.156, 1.291], [-2.105, 0.038, 2.907], [-0.849, 0.084, 1.254], [0.212, 0.306, 0.392], [0.884, 2.508, -1.559], [1.250, 2.119, -3.391], [2.352, 3.049, -1.991], [3.074, 0.567, -2.211], [2.550, 0.811, -0.670], [-0.177, -2.282, -1.664], [-1.671, -3.215, 0.229], [-2.412, -2.183, 3.003], [-2.698, 0.282, 3.900], [0.829, 1.048, 0.650], [-2.193, -1.272, 2.426], [-1.345, 0.871, 2.343], [1.062, -0.221, -1.889]],
  "smiles": "CCOc1ccc2[nH]cnc2c1",
  "multiplicity": 1,
  "e_tot_ev": -14519.97137,
  "lumo_energy_ev": 0.9,
  "homo_ev": -8.1,
  "molar_mass_g_mol": 162.192
}

---

Record 5
{
  "formula": "C30H39BrN3O4P2Rb",
  "method": "wB97M-V/def2-TZVPD",
  "species": ["Rb", "C", "C", "N", "N", "C", "O", "C", "C", "C", "C", "C", "C", "C", "C", "C", "C", "C", "N", "H", "H", "H", "H", "H", "H", "H", "H", "H", "H", "H", "H", "C", "P", "C", "C", "C", "P", "C", "C", "H", "H", "H", "H", "H", "H", "H", "H", "H", "H", "H", "H", "H", "H", "H", "H", "C", "C", "O", "C", "C", "C", "C", "C", "C", "H", "H", "H", "H", "H", "H", "H", "H", "C", "O", "C", "O", "H", "H", "H", "Br"],
  "coordinates": [[-0.012, 0.171, -0.206], [-2.345, -4.648, -0.755], [-1.923, -3.263, -0.342], [-0.733, -2.802, -0.500], [0.166, -3.611, -1.109], [1.399, -3.082, -1.106], [1.814, -2.044, -0.568], [2.398, -3.912, -1.894], [2.026, -5.002, -2.677], [2.975, -5.699, -3.410], [4.312, -5.318, -3.370], [4.690, -4.234, -2.589], [3.737, -3.536, -1.859], [-2.936, -2.355, 0.241], [-4.280, -2.737, 0.310], [-5.217, -1.858, 0.822], [-4.808, -0.610, 1.257], [-3.455, -0.313, 1.157], [-2.547, -1.149, 0.681], [-1.459, -5.206, -1.042], [-3.031, -4.615, -1.607], [-2.854, -5.166, 0.062], [0.981, -5.279, -2.700], [2.673, -6.542, -4.022], [5.052, -5.861, -3.946], [5.729, -3.929, -2.554], [4.002, -2.680, -1.251], [-4.588, -3.708, -0.051], [-6.262, -2.144, 0.870], [-5.506, 0.118, 1.649], [-3.087, 0.658, 1.472], [3.833, 3.634, -2.362], [2.310, 2.967, -1.550], [1.800, 4.459, -0.608], [1.128, 3.089, -2.952], [1.308, 2.020, -4.035], [1.385, 0.289, -3.358], [3.181, -0.082, -3.562], [0.734, -0.620, -4.820], [3.636, 4.585, -2.866], [4.205, 2.916, -3.094], [4.611, 3.782, -1.610], [1.709, 5.337, -1.254], [2.529, 4.659, 0.179], [0.845, 4.252, -0.123], [1.175, 4.095, -3.388], [0.125, 2.962, -2.530], [2.193, 2.213, -4.653], [0.433, 2.050, -4.689], [3.559, 0.182, -4.555], [3.331, -1.149, -3.387], [3.748, 0.457, -2.800], [1.228, -0.323, -5.750], [-0.335, -0.411, -4.887], [0.866, -1.693, -4.667], [0.542, -1.136, 3.421], [0.956, 0.204, 3.914], [0.958, 1.179, 2.840], [1.307, 0.634, 5.159], [1.374, -0.249, 6.305], [1.706, 0.208, 7.558], [2.011, 1.551, 7.819], [1.967, 2.428, 6.727], [1.636, 2.015, 5.458], [-0.355, -1.075, 2.789], [0.298, -1.791, 4.258], [1.309, -1.638, 2.815], [1.165, -1.304, 6.170], [1.736, -0.509, 8.376], [2.277, 1.891, 8.812], [2.207, 3.477, 6.880], [1.639, 2.739, 4.652], [-2.118, 2.764, 3.426], [-1.043, 1.846, 3.580], [-0.078, 1.971, 2.657], [-0.155, 2.737, 1.719], [-2.848, 2.489, 4.182], [-2.555, 2.701, 2.430], [-1.773, 3.786, 3.589], [-2.202, 1.516, -2.574]],
  "multiplicity": 1,
  "e_tot_ev": -133681.42349,
  "lumo_energy_ev": 3.9,
  "charge": -2,
  "homo_ev": -0.2,
  "molar_mass_g_mol": 732.979
}

---

Record 6
{
  "formula": "C20H17AlF5N4O6S2",
  "method": "wB97M-V/def2-TZVPD",
  "species": ["Al", "O", "C", "C", "C", "C", "C", "C", "C", "O", "N", "N", "C", "S", "C", "C", "S", "H", "H", "H", "H", "H", "H", "H", "H", "H", "F", "C", "F", "C", "F", "F", "F", "O", "C", "C", "C", "C", "O", "N", "H", "H", "H", "H", "O", "C", "C", "C", "C", "O", "N", "H", "H", "H", "H"],
  "coordinates": [[3.273, -14.041, 7.119], [1.864, -18.959, 8.893], [2.346, -18.347, 10.026], [2.492, -19.088, 11.240], [2.796, -18.455, 12.463], [3.024, -17.090, 12.382], [3.004, -16.391, 11.231], [2.699, -16.979, 9.974], [2.669, -16.187, 8.745], [2.970, -14.888, 8.754], [2.459, -16.814, 7.590], [2.413, -15.924, 6.576], [2.041, -16.445, 5.383], [2.452, -18.125, 4.990], [1.625, -18.113, 3.350], [1.554, -16.660, 2.851], [0.923, -15.646, 4.262], [2.154, -18.336, 8.147], [2.360, -20.201, 11.228], [2.908, -19.094, 13.371], [3.397, -16.573, 13.255], [3.403, -15.377, 11.206], [0.606, -18.549, 3.336], [2.261, -18.738, 2.763], [0.879, -16.596, 2.009], [2.583, -16.314, 2.560], [6.285, -14.051, 6.533], [5.445, -14.438, 7.534], [5.610, -15.769, 7.716], [5.935, -13.665, 8.822], [6.149, -12.387, 8.429], [7.180, -14.142, 9.225], [5.113, -13.747, 9.866], [4.685, -15.772, 4.592], [4.461, -14.610, 4.356], [4.708, -13.860, 3.043], [4.067, -12.507, 3.281], [3.723, -12.463, 4.747], [3.315, -11.405, 5.277], [3.915, -13.660, 5.318], [4.328, -14.425, 2.190], [5.796, -13.773, 2.869], [3.158, -12.318, 2.616], [4.765, -11.650, 3.123], [4.267, -10.307, 8.461], [3.239, -10.824, 8.042], [1.972, -10.071, 7.973], [0.861, -11.091, 7.781], [1.661, -12.321, 7.511], [1.297, -13.462, 7.119], [2.994, -12.197, 7.799], [2.074, -9.341, 7.117], [1.773, -9.417, 8.835], [0.156, -10.872, 6.963], [0.244, -11.192, 8.686]],
  "multiplicity": 1,
  "e_tot_ev": -81123.49740,
  "lumo_energy_ev": 2.0,
  "charge": -1,
  "homo_ev": -4.9,
  "molar_mass_g_mol": 595.484
}

---

Record 7
{
  "formula": "C26H64Cl2N4",
  "method": "wB97M-V/def2-TZVPD",
  "species": ["Cl", "C", "C", "Cl", "H", "H", "H", "H", "C", "C", "N", "C", "C", "C", "C", "H", "H", "H", "H", "H", "H", "H", "H", "H", "H", "H", "H", "H", "H", "H", "C", "C", "N", "C", "C", "C", "C", "H", "H", "H", "H", "H", "H", "H", "H", "H", "H", "H", "H", "H", "H", "H", "C", "C", "N", "C", "C", "C", "C", "H", "H", "H", "H", "H", "H", "H", "H", "H", "H", "H", "H", "H", "H", "H", "C", "C", "N", "C", "C", "C", "C", "H", "H", "H", "H", "H", "H", "H", "H", "H", "H", "H", "H", "H", "H", "H"],
  "coordinates": [[1.188, 1.741, 0.444], [0.516, 1.514, -1.226], [0.261, 0.043, -1.592], [0.024, -0.009, -3.266], [1.250, 1.949, -1.879], [-0.487, 1.997, -1.456], [-0.575, -0.531, -1.115], [1.082, -0.581, -1.381], [2.876, -5.102, -4.281], [1.530, -4.655, -3.518], [1.681, -4.304, -2.117], [0.845, -3.257, -1.639], [-0.533, -3.473, -1.766], [1.572, -5.514, -1.311], [1.887, -5.325, 0.165], [3.490, -5.860, -4.028], [3.743, -4.387, -4.185], [2.697, -5.294, -5.219], [1.020, -5.560, -3.666], [1.066, -3.958, -4.125], [1.060, -2.419, -2.210], [1.163, -2.950, -0.622], [-0.995, -4.144, -2.689], [-1.190, -2.571, -1.725], [-0.873, -4.024, -0.867], [2.166, -6.305, -1.580], [0.538, -5.887, -1.263], [1.044, -4.722, 0.646], [2.910, -4.981, 0.412], [1.802, -6.217, 0.823], [2.727, 2.998, -4.204], [2.827, 4.607, -4.200], [2.258, 5.259, -2.950], [2.678, 6.612, -2.692], [2.612, 7.511, -3.748], [0.815, 5.047, -2.871], [0.219, 5.447, -1.553], [1.678, 2.524, -4.330], [3.008, 2.386, -3.265], [3.430, 2.544, -5.011], [2.431, 5.113, -5.282], [3.849, 4.621, -4.244], [3.752, 6.494, -2.670], [2.539, 6.800, -1.561], [2.786, 7.224, -4.686], [3.383, 8.127, -3.926], [1.837, 8.329, -3.617], [0.737, 4.092, -3.266], [0.328, 5.666, -3.717], [-0.726, 4.936, -1.414], [0.278, 6.610, -1.439], [0.833, 5.156, -0.749], [0.962, 1.436, 4.138], [1.467, 0.005, 4.478], [0.405, -1.104, 4.654], [-0.302, -1.590, 3.462], [0.190, -1.367, 2.206], [0.900, -2.195, 5.402], [-0.240, -2.990, 6.129], [1.774, 2.381, 4.180], [0.379, 1.959, 4.858], [0.396, 1.467, 3.081], [1.925, 0.214, 5.518], [2.266, -0.206, 3.840], [-0.970, -0.763, 3.380], [-1.084, -2.373, 3.798], [0.899, -0.798, 1.801], [-0.697, -1.244, 1.602], [0.240, -2.234, 1.817], [1.727, -1.900, 6.096], [1.712, -2.763, 4.639], [0.166, -3.768, 6.923], [-0.863, -3.607, 5.344], [-0.978, -2.276, 6.810], [-4.374, -2.089, 3.065], [-4.701, -1.321, 1.791], [-3.801, -0.199, 1.526], [-3.034, -0.045, 0.323], [-4.053, 0.159, -0.676], [-4.201, 1.064, 2.143], [-3.226, 2.117, 2.548], [-4.372, -1.410, 4.047], [-3.291, -2.322, 3.031], [-5.072, -2.756, 3.315], [-5.768, -0.942, 1.989], [-4.635, -2.008, 0.919], [-2.732, -1.069, 0.246], [-2.265, 0.588, 0.268], [-5.123, -0.105, -0.756], [-3.668, -0.182, -1.725], [-4.183, 1.255, -0.819], [-4.809, 0.740, 2.893], [-5.018, 1.649, 1.526], [-3.860, 2.952, 2.849], [-2.660, 2.418, 1.648], [-2.472, 1.905, 3.324]],
  "smiles": "CCN(CC)CC.CCN(CC)CC.CCN(CC)CC.CCN(CC)CC.ClCCCl",
  "multiplicity": 1,
  "e_tot_ev": -58990.23136,
  "lumo_energy_ev": 0.6,
  "homo_ev": -7.7,
  "molar_mass_g_mol": 503.732
}

---

Record 8
{
  "formula": "C26H30BFN2O3Tl",
  "method": "wB97M-V/def2-TZVPD",
  "species": ["Tl", "C", "C", "C", "C", "C", "C", "C", "C", "C", "C", "C", "C", "N", "C", "C", "C", "C", "C", "C", "F", "H", "H", "H", "H", "H", "H", "H", "H", "H", "H", "H", "H", "H", "H", "H", "H", "H", "H", "H", "H", "H", "O", "B", "O", "C", "C", "C", "C", "C", "C", "H", "H", "H", "H", "C", "C", "N", "O", "H", "H", "H", "H", "H"],
  "coordinates": [[-1.938, -1.068, -1.070], [-1.469, 1.591, 3.282], [-1.945, 0.722, 2.115], [-3.103, 1.422, 1.401], [-2.324, -0.679, 2.557], [-3.361, -0.833, 3.472], [-3.771, -2.085, 3.893], [-3.134, -3.204, 3.381], [-2.091, -3.098, 2.466], [-1.457, -4.387, 1.969], [-1.608, -4.610, 0.463], [0.005, -4.536, 2.396], [-1.669, -1.819, 2.040], [-0.672, -1.715, 1.048], [0.548, -1.295, 1.439], [0.952, -0.957, 2.752], [2.238, -0.523, 3.045], [3.207, -0.410, 2.061], [2.863, -0.777, 0.758], [1.592, -1.210, 0.483], [1.318, -1.624, -0.781], [-1.177, 2.578, 2.918], [-0.608, 1.149, 3.783], [-2.267, 1.726, 4.019], [-1.124, 0.638, 1.406], [-3.936, 1.604, 2.088], [-3.490, 0.826, 0.571], [-2.768, 2.380, 0.998], [-3.861, 0.050, 3.858], [-4.583, -2.191, 4.603], [-3.451, -4.193, 3.697], [-2.017, -5.189, 2.466], [-0.998, -3.904, -0.096], [-2.645, -4.482, 0.145], [-1.291, -5.625, 0.206], [0.635, -3.800, 1.899], [0.372, -5.532, 2.131], [0.117, -4.405, 3.474], [0.224, -1.050, 3.549], [2.481, -0.268, 4.071], [4.205, -0.060, 2.289], [3.578, -0.740, -0.055], [0.654, 1.103, -2.278], [-0.332, 0.901, -1.255], [-0.143, 1.961, -0.319], [0.909, 2.714, -0.744], [1.473, 3.822, -0.154], [2.554, 4.411, -0.812], [3.037, 3.894, -2.008], [2.459, 2.766, -2.592], [1.392, 2.196, -1.935], [1.093, 4.210, 0.782], [3.027, 5.283, -0.378], [3.881, 4.370, -2.492], [2.832, 2.347, -3.518], [-0.800, -0.831, -4.548], [-0.279, -2.162, -4.074], [0.396, -2.912, -4.999], [-0.453, -2.571, -2.944], [-0.643, -0.665, -5.614], [-0.299, -0.053, -3.971], [-1.865, -0.777, -4.322], [0.711, -2.495, -5.855], [0.889, -3.716, -4.649]],
  "multiplicity": 1,
  "e_tot_ev": -44662.87958,
  "lumo_energy_ev": 2.6,
  "charge": -1,
  "homo_ev": -3.5,
  "molar_mass_g_mol": 652.730
}